The following is a DFT calculation (ωB97M-V/def2-TZVPD) of the molecule C20H25NO3S.

Properties
- energy relative to the best compared isomer or geometry (same formula, charge and spin) (kJ/mol) = 17.90
- SMILES = CCc1ccc(CNC(=O)CCS(=O)(=O)Cc2ccc(C)cc2)cc1
- LUMO level (eV) = 0.7
- E (eV) = -39614.34497

Last column: natural (NBO) charge in e.
Atoms and positions in Å:
C 7.5642 0.4762 -0.4319  -0.592
C 6.9551 -0.7283 0.2888  -0.418
C 5.4581 -0.7103 0.1704  -0.006
C 4.8166 -1.3780 -0.8637  -0.219
C 3.4396 -1.3283 -0.9937  -0.199
C 2.6730 -0.6112 -0.0874  -0.058
C 1.1752 -0.5186 -0.2198  -0.250
N 0.7797 0.8213 -0.6099  -0.590
C 0.0509 1.6213 0.1797  0.708
O -0.2858 1.3182 1.3106  -0.679
C -0.2935 2.9818 -0.4191  -0.505
C -1.6692 3.3872 0.0669  -0.629
S -2.8539 2.0444 -0.3864  2.140
O -4.0345 2.6706 -0.9213  -0.954
O -2.1637 1.1193 -1.2482  -0.959
C -3.3110 1.2062 1.1789  -0.655
C -4.0625 -0.0116 0.7836  -0.088
C -3.3910 -1.2067 0.5606  -0.125
C -4.0780 -2.3264 0.1297  -0.223
C -5.4475 -2.2790 -0.0956  -0.010
C -6.1964 -3.4840 -0.5788  -0.627
C -6.1129 -1.0770 0.1176  -0.214
C -5.4310 0.0449 0.5471  -0.171
C 3.3122 0.0634 0.9461  -0.151
C 4.6867 0.0143 1.0717  -0.221
H 8.6480 0.4650 -0.3433  0.208
H 7.1900 1.4030 -0.0026  0.205
H 7.3014 0.4581 -1.4873  0.205
H 7.3510 -1.6471 -0.1480  0.207
H 7.2425 -0.6992 1.3419  0.208
H 5.4006 -1.9455 -1.5744  0.209
H 2.9575 -1.8582 -1.8033  0.207
H 0.8021 -1.2354 -0.9567  0.205
H 0.6971 -0.7098 0.7448  0.241
H 0.9694 1.0968 -1.5594  0.400
H -0.2880 2.9239 -1.5067  0.228
H 0.4572 3.7076 -0.0938  0.241
H -2.0353 4.2971 -0.3983  0.252
H -1.7003 3.4698 1.1496  0.247
H -3.9137 1.9247 1.7262  0.241
H -2.3749 0.9857 1.6831  0.280
H -2.3251 -1.2531 0.7256  0.207
H -3.5424 -3.2503 -0.0369  0.206
H -5.6122 -4.3897 -0.4363  0.214
H -7.1422 -3.5872 -0.0505  0.217
H -6.4175 -3.3834 -1.6416  0.222
H -7.1774 -1.0210 -0.0602  0.209
H -5.9582 0.9756 0.6945  0.217
H 2.7198 0.6243 1.6542  0.211
H 5.1703 0.5387 1.8837  0.207

Cartesian forces (eV/Å) of the 3 atoms listed first:
0.064 -0.171 0.109
0.019 0.191 -0.122
0.057 -0.175 0.005

=====

The following is a DFT calculation (ωB97M-V/def2-TZVPD) of the molecule C5H7N3.

Properties
- energy relative to the best compared isomer or geometry (same formula, charge and spin) (kJ/mol) = 526.63
- SMILES = N[C@@H]1Cn2ccnc21
- LUMO level (eV) = 0.8
- E (eV) = -9763.92949

Last column: natural (NBO) charge in e.
Atoms and positions in Å:
N -2.5033 -0.6829 -0.2075  -0.876
C -1.2856 -0.0587 0.2482  -0.041
C -0.5731 1.3233 -0.0544  -0.224
N 0.6452 0.4907 -0.1575  -0.319
C 2.0271 0.5062 -0.1444  -0.149
C 2.3203 -0.7200 0.1305  -0.069
N 1.1759 -1.4879 -0.0764  -0.511
C 0.1522 -0.6500 0.0375  0.322
H -2.4853 -1.4478 -1.1330  0.384
H -3.2044 -1.2258 0.4063  0.402
H -1.3687 0.0816 1.4516  0.206
H -0.5288 2.0572 0.8182  0.214
H -0.4673 1.6388 -1.1110  0.228
H 2.7503 1.3357 -0.2911  0.225
H 3.3455 -1.1604 0.0831  0.208

Cartesian forces (eV/Å) of the 3 atoms listed first:
-1.763 -3.350 -3.248
-0.376 -1.910 3.830
1.481 0.245 -1.333

=====

The following is a DFT calculation (ωB97M-V/def2-TZVPD) of a cluster of 2 separate species, CHO3S in total.

Properties
- energy relative to the best compared isomer or geometry (same formula, charge and spin) (kJ/mol) = 211.32
- total charge = -1
- LUMO level (alpha / beta) (eV) = 1.1 / 1.1
- E (eV) = -18030.14311

Last column: natural (NBO) charge in e.
Atoms and positions in Å:
C -1.5784 0.1313 -0.2429  0.647
O -1.4834 1.3324 -0.4487  -0.788
O -2.1855 -0.7793 -0.7889  -0.779
O 3.3213 -0.9606 0.3550  -0.686
S 2.9133 0.4821 0.4144  0.682
H -0.9873 -0.2058 0.7111  -0.076

Cartesian forces (eV/Å) of the 3 atoms listed first:
1.045 -0.831 2.178
-0.002 1.757 -0.744
-0.831 -0.923 -1.025

=====

The following is a DFT calculation (ωB97M-V/def2-TZVPD) of a cluster of 2 separate species, C2H2Cl4Si in total.

Properties
- energy relative to the best compared isomer or geometry (same formula, charge and spin) (kJ/mol) = 272.28
- SMILES = Cl[SiH](Cl)Cl.C#CCl
- LUMO level (eV) = 0.5
- E (eV) = -60074.89513

Last column: natural (NBO) charge in e.
Atoms and positions in Å:
Cl -4.5951 2.2855 1.7490  -0.323
Si -2.8954 1.1233 1.6781  1.197
Cl -1.3598 2.0619 0.6125  -0.380
Cl -3.3983 -0.5955 0.7020  -0.350
H -1.9699 0.7670 2.7718  -0.145
C 1.1964 0.3442 -0.8903  -0.221
C 1.2674 -0.2741 0.1376  -0.126
Cl 1.2952 -1.0396 1.5492  0.143
H 1.0940 0.5642 -1.8169  0.205

Cartesian forces (eV/Å) of the 3 atoms listed first:
0.774 -0.380 0.338
1.213 0.222 -1.001
-0.894 0.030 0.021

=====

The following is a DFT calculation (ωB97M-V/def2-TZVPD) of a structure of composition C7H28N14O7Tl.

Properties
- energy relative to the best compared isomer or geometry (same formula, charge and spin) (kJ/mol) = 215.74
- total charge = +3
- LUMO level (eV) = -14.0
- E (eV) = -47577.47444

Last column: natural (NBO) charge in e.
Atoms and positions in Å:
Tl 0.1480 1.6300 -0.2574  1.380
C -0.4036 2.0549 3.8135  0.775
O -0.4822 1.9362 2.5577  -0.555
N 0.6869 2.4209 4.5023  -0.793
N -1.4693 1.8179 4.5883  -0.771
H 0.6906 2.2566 5.4906  0.418
H 1.4577 2.7970 3.9752  0.429
H -1.3059 1.9691 5.5661  0.414
H -2.3276 1.4685 4.2026  0.424
C -4.0413 1.7644 0.1906  0.778
O -2.7813 1.7662 0.2128  -0.600
N -4.6519 1.4542 -0.9905  -0.804
N -4.8050 1.9688 1.2515  -0.775
H -5.5556 1.8930 -1.0989  0.404
H -4.0479 1.3737 -1.7888  0.413
H -5.7697 2.1099 0.9941  0.418
H -4.3946 2.1988 2.1379  0.429
C -2.1537 0.3728 -3.2689  0.774
O -1.8539 0.5585 -2.0521  -0.704
N -3.2934 -0.2377 -3.5939  -0.811
N -1.3524 0.7581 -4.2653  -0.792
H -3.5144 -0.3733 -4.5693  0.417
H -3.8611 -0.7910 -2.9745  0.428
H -1.6994 0.5272 -5.1812  0.424
H -0.5640 1.3222 -4.0077  0.421
C 1.8173 -1.8141 -1.6770  0.784
O 1.5513 -0.9152 -0.8506  -0.670
N 1.7491 -1.7061 -3.0100  -0.817
N 1.9086 -3.0757 -1.2352  -0.811
H 1.9195 -2.4343 -3.6788  0.425
H 1.2441 -0.8842 -3.3019  0.399
H 2.0594 -3.8935 -1.7984  0.417
H 1.6542 -3.2054 -0.2689  0.409
C 2.1737 -0.7260 2.1976  0.787
O 1.4955 0.2463 1.8229  -0.555
N 3.5119 -0.7716 2.1226  -0.769
N 1.6055 -1.9454 2.4941  -0.795
H 3.8896 0.0700 1.7173  0.420
H 4.0674 -1.5289 2.4786  0.423
H 2.3214 -2.6251 2.6761  0.404
H 0.6190 -2.0831 2.4241  0.421
C 4.0755 1.6318 -0.6185  0.782
O 3.0131 1.8919 -0.0230  -0.643
N 5.2747 1.5443 -0.0192  -0.806
N 4.0963 1.3170 -1.9238  -0.798
H 6.1299 1.5203 -0.5462  0.427
H 5.3137 1.6757 0.9776  0.414
H 3.2289 1.3596 -2.4280  0.399
H 4.9218 1.1852 -2.4824  0.421
C -1.2971 -2.0378 0.1210  0.779
O -0.9113 -0.9785 0.6529  -0.606
N -1.9522 -2.0732 -1.0608  -0.828
N -1.2015 -3.2338 0.6930  -0.805
H -2.2983 -1.1701 -1.3504  0.426
H -2.2419 -2.9549 -1.4384  0.406
H -0.7910 -3.3385 1.6040  0.402
H -1.6026 -4.0634 0.2952  0.418

Cartesian forces (eV/Å) of the 3 atoms listed first:
0.027 -2.168 1.210
0.209 -0.334 -0.377
-0.289 0.444 0.055